1.
DFT (ωB97M-V/def2-TZVPD) results for 11 unconnected molecules or ions with the total composition C27H84O35P8 at a distorted geometry.

```
154
Properties=species:S:1:pos:R:3:forces:R:3:lowdin_charge:R:1
C -7.4456 2.1245 2.6281 -1.95 0.59 -0.44 -0.15
O -6.4607 1.1311 2.7646 1.86 -0.62 2.30 -0.23
P -5.5370 1.1078 4.1511 -2.03 -0.81 0.17 0.56
O -4.5382 2.1844 4.1848 -0.22 -1.13 0.24 -0.24
O -6.7632 1.2614 5.3112 1.71 -0.30 -0.25 -0.28
C -6.4311 1.2226 6.7606 -0.15 -0.40 -0.96 -0.07
O -4.9560 -0.4583 4.2630 -0.87 3.82 -0.43 -0.24
C -5.6768 -1.6129 4.6597 0.74 -0.85 -0.32 -0.12
H -7.7971 2.6000 3.5438 0.39 -0.32 0.28 0.08
H -8.3131 1.6243 2.1976 -0.11 -0.13 0.10 0.09
H -7.2676 2.9435 1.9312 1.02 -0.19 -0.09 0.09
H -5.5751 1.8498 7.0097 0.20 -0.32 -0.30 0.09
H -6.3305 0.1686 7.0193 0.57 0.09 0.10 0.07
H -7.2480 1.5703 7.3931 -0.41 0.28 -0.75 0.08
H -6.7600 -1.5392 4.7563 0.15 0.42 0.08 0.09
H -5.1712 -1.9667 5.5582 -0.50 0.02 0.30 0.09
H -5.4243 -2.3470 3.8946 -0.39 -0.14 -0.05 0.09
C -1.9557 14.0829 0.9921 1.06 0.31 1.83 -0.15
O -2.1750 13.6336 -0.2675 -0.34 -1.72 -4.20 -0.21
P -0.9597 12.9809 -1.1136 0.69 2.19 1.13 0.43
O -1.2466 12.3693 -2.3880 -0.71 0.02 -0.82 -0.20
O -0.3464 12.0020 -0.0426 0.70 0.80 -0.05 -0.21
C 1.0526 12.0561 0.2759 0.28 -1.32 0.83 -0.09
O 0.1679 14.2051 -1.1788 -1.86 -2.27 1.22 -0.25
C 0.3257 15.0533 -2.2699 0.90 0.55 -1.19 -0.13
H -2.4045 13.3997 1.7131 -0.26 0.23 0.14 0.10
H -2.3466 15.0986 1.0540 0.17 -0.05 0.41 0.10
H -0.8774 14.0163 1.1366 0.03 0.75 0.82 0.07
H 1.7226 12.4317 -0.4975 -0.45 0.02 -0.10 0.09
H 1.2773 11.0132 0.4993 0.37 0.04 -0.17 0.09
H 1.2216 12.5861 1.2133 -0.20 0.37 -0.15 0.09
H -0.2148 14.8068 -3.1838 -0.50 -0.32 0.32 0.09
H 1.3731 14.9491 -2.5530 0.14 0.44 -0.05 0.09
H 0.1102 16.0844 -1.9896 -0.01 -0.05 0.05 0.09
C 1.1543 3.5213 -0.2076 1.70 3.52 -0.06 -0.19
O 0.4176 2.3929 -0.0895 -0.69 -3.40 -0.98 -0.20
P 0.6381 1.2117 -1.2060 0.98 -0.79 -0.10 0.55
O 1.9403 1.2820 -1.9994 -3.59 -0.09 1.66 -0.27
O -0.7842 1.2557 -1.9828 1.83 0.73 -0.88 -0.23
C -2.0179 1.3289 -1.2991 -0.31 0.03 1.52 -0.11
O 0.4407 -0.1420 -0.3081 -0.05 2.07 -0.49 -0.25
C 1.0052 -1.4177 -0.5559 1.40 0.16 0.27 -0.10
H 0.6035 4.3796 0.1772 -0.37 -0.18 0.25 0.09
H 1.4283 3.8497 -1.2102 -0.18 -0.57 -0.40 0.09
H 2.0982 3.5368 0.3373 0.06 -0.56 0.24 0.09
H -2.8842 1.3229 -1.9606 0.46 -0.82 -0.35 0.09
H -2.2044 2.2362 -0.7244 0.77 0.46 -0.07 0.08
H -1.9447 0.5517 -0.5384 -0.95 -0.34 -0.20 0.09
H 1.5500 -1.6985 0.3455 -0.80 -0.43 0.49 0.08
H 1.8803 -1.3709 -1.2039 -0.52 0.18 -0.93 0.08
H 0.2299 -2.1159 -0.8714 0.28 0.02 0.06 0.10
C -7.2195 -7.1444 -2.2336 -0.37 -1.05 0.74 -0.12
O -6.0838 -7.0638 -3.1048 0.95 0.72 0.51 -0.22
P -4.7514 -6.2240 -2.6675 -0.97 -0.82 2.36 0.46
O -4.2665 -6.7027 -1.3237 -0.55 1.34 -2.54 -0.26
O -3.7801 -6.3949 -3.9218 -1.62 1.29 1.09 -0.20
C -3.1472 -7.6150 -4.0478 2.11 -1.91 -1.09 -0.14
O -5.2173 -4.6884 -2.7495 0.96 -2.67 2.19 -0.21
C -5.4457 -4.0376 -3.9325 0.33 2.04 -1.09 -0.14
H -7.8933 -6.2946 -2.3429 -0.20 -0.45 -0.61 0.09
H -7.1633 -7.3004 -1.1563 1.85 1.13 0.53 0.08
H -7.5817 -8.1703 -2.2993 -0.96 0.25 -1.57 0.09
H -2.0737 -7.4490 -4.1380 0.12 0.24 0.28 0.09
H -3.3772 -8.0853 -5.0038 -0.59 0.00 0.06 0.09
H -3.2650 -8.3411 -3.2434 -0.46 0.32 0.16 0.09
H -5.4852 -4.6924 -4.8030 -0.36 0.18 0.04 0.10
H -4.6321 -3.3186 -4.0296 0.31 -0.12 -0.59 0.09
H -6.2898 -3.3681 -3.7670 -0.53 -0.50 -0.46 0.10
C 8.2534 -7.9345 4.3622 -1.56 -0.12 -0.53 -0.09
O 8.9335 -8.2667 3.1511 -0.29 0.08 -1.94 -0.23
P 8.2523 -8.2860 1.6586 -1.07 -0.40 -0.82 0.53
O 6.8142 -8.7185 1.4245 2.99 0.39 1.13 -0.28
O 8.4288 -6.7749 1.1072 0.84 -1.83 1.42 -0.24
C 8.0587 -6.3764 -0.1990 0.53 1.98 0.13 -0.11
O 9.3894 -9.2312 0.8834 -2.88 1.59 0.73 -0.23
C 9.0268 -10.6259 0.8522 1.88 -1.33 0.19 -0.13
H 8.6902 -7.0892 4.8940 0.38 -0.28 -0.21 0.09
H 8.1522 -8.8369 4.9651 0.45 0.15 0.15 0.09
H 7.2308 -7.6710 4.0919 -0.14 0.23 0.22 0.08
H 8.7700 -5.5843 -0.4331 1.09 -0.76 -0.68 0.08
H 7.2716 -5.6260 -0.1258 -1.37 -1.17 -0.04 0.09
H 8.0053 -7.1764 -0.9375 -0.29 0.28 0.18 0.10
H 9.8649 -11.0534 1.4026 -0.22 -0.52 0.22 0.08
H 9.1211 -11.0758 -0.1362 -0.14 0.69 -0.35 0.08
H 8.1013 -11.0208 1.2713 -0.22 1.05 0.20 0.08
C -11.0494 3.7857 -5.8841 1.94 -1.10 -1.10 -0.05
O -9.9449 4.7434 -5.5755 -0.62 -0.57 -0.06 -0.24
P -8.4392 4.3362 -5.1616 0.67 0.24 -0.56 0.53
O -8.3204 3.2946 -4.0976 0.13 1.52 -2.03 -0.26
O -7.6568 3.9867 -6.6352 -1.88 -0.29 3.32 -0.24
C -7.5592 5.0256 -7.5616 1.31 0.47 -1.78 -0.17
O -7.8508 5.8574 -4.8423 0.27 -1.32 -0.48 -0.25
C -6.4033 6.0822 -4.7559 0.28 0.10 0.24 -0.09
H -10.6213 2.8342 -6.1997 0.59 -0.51 1.13 0.08
H -11.4452 3.9046 -6.8927 -0.52 1.71 0.31 0.08
H -11.7982 3.5936 -5.1157 0.41 0.72 0.10 0.09
H -6.5127 5.0194 -7.8661 0.37 0.58 0.33 0.09
H -7.8622 6.0258 -7.2517 -0.07 -0.26 0.28 0.09
H -7.9889 4.7998 -8.5376 -0.95 -0.31 0.29 0.08
H -6.1196 6.3497 -3.7380 -0.28 -0.88 0.28 0.09
H -5.9841 6.9531 -5.2598 -1.28 0.43 -0.78 0.08
H -5.7920 5.2955 -5.1980 -0.36 -0.54 0.50 0.09
C 1.9712 -9.3220 6.8013 0.25 -2.08 -1.34 -0.16
O 1.4800 -8.3075 7.5670 -1.51 3.09 1.71 -0.20
P 1.3824 -6.8037 7.0149 0.78 1.10 -0.58 0.55
O 2.7139 -6.1283 6.8217 -2.38 -1.08 0.16 -0.26
O 0.5135 -7.0018 5.6170 0.11 1.22 3.98 -0.22
C 1.0326 -7.3420 4.4068 0.32 -1.43 -2.73 -0.17
O 0.3591 -6.0163 8.0717 1.56 -2.23 -2.14 -0.22
C 0.1700 -4.6198 7.8468 -0.03 0.90 0.79 -0.12
H 1.1956 -9.8666 6.2627 -0.52 0.29 -0.13 0.09
H 2.3400 -10.0910 7.4799 0.74 0.28 -0.13 0.10
H 2.6531 -8.9695 6.0274 0.57 -0.22 0.40 0.09
H 1.8861 -6.7962 4.0049 -0.23 0.71 0.39 0.10
H 0.1778 -7.3380 3.7304 0.18 0.57 -0.34 0.10
H 1.3476 -8.3809 4.3095 0.12 -0.32 0.61 0.07
H -0.8700 -4.3891 8.0775 -0.13 -0.22 -0.57 0.09
H 0.4975 -4.2451 6.8770 -0.24 -0.34 -0.11 0.09
H 0.7092 -4.0440 8.5990 0.42 -0.23 0.02 0.09
C 6.3298 -1.6204 4.3193 0.33 -1.28 -0.88 -0.13
O 6.3715 -0.2315 4.6293 -0.84 1.17 -0.70 -0.21
P 5.3228 0.8059 3.9208 0.29 0.48 0.25 0.48
O 5.3660 2.2638 4.3083 0.24 -3.02 -0.42 -0.26
O 5.5939 0.5618 2.3418 0.45 0.18 0.20 -0.24
C 6.6694 1.2693 1.6497 -0.55 1.26 0.24 -0.08
O 3.9231 0.0304 4.1949 1.68 1.17 0.19 -0.23
C 2.7362 0.8254 4.1124 -0.91 -0.44 -1.22 -0.10
H 6.4686 -2.2060 5.2281 -0.55 0.22 -0.01 0.09
H 7.0754 -2.0091 3.6257 1.36 1.01 0.23 0.08
H 5.5434 -1.9768 3.6541 -1.27 0.53 0.96 0.08
H 7.2478 1.9269 2.2986 0.24 -0.64 0.57 0.08
H 6.2407 2.0396 1.0086 -0.50 -0.42 -0.35 0.08
H 7.3161 0.6377 1.0407 -0.33 -0.41 0.43 0.09
H 2.2578 0.4377 3.2130 -0.38 0.32 -0.07 0.08
H 2.9136 1.8920 3.9742 0.22 -0.12 0.29 0.08
H 2.0458 0.6326 4.9335 0.49 0.00 0.26 0.09
C 3.7017 -5.3873 -5.8270 1.21 0.78 -0.20 -0.17
O 4.0929 -6.7466 -5.6174 -1.36 -0.12 -0.30 -0.12
H 2.7117 -5.0235 -5.5522 -0.10 -1.13 1.21 0.08
H 4.4897 -4.8428 -5.3066 -0.49 0.89 -0.08 0.08
H 3.6405 -5.0409 -6.8587 0.81 -0.53 -0.58 0.07
H 5.0392 -6.8002 -5.7696 -0.08 0.10 -0.05 0.07
C 7.9279 -0.6769 -4.9098 0.56 -0.43 -0.71 -0.19
O 6.5526 -0.5434 -4.8375 -1.68 0.12 0.36 -0.12
H 8.4741 -0.2323 -4.0778 0.05 -0.01 -0.07 0.08
H 8.1267 -1.7458 -4.9869 0.31 -0.10 0.36 0.07
H 8.2394 -0.2779 -5.8751 0.48 0.39 0.11 0.07
H 6.2533 0.0931 -4.1842 0.26 0.02 -0.04 0.08
C 3.1327 8.8900 -5.5319 -0.22 -1.73 0.06 -0.21
O 2.8609 10.1984 -5.8013 0.69 2.44 -0.98 -0.11
H 4.0860 8.5408 -5.9285 0.50 0.87 0.04 0.08
H 3.1529 8.6826 -4.4620 -0.33 -0.37 0.02 0.08
H 2.4730 8.2609 -6.1295 -0.64 -0.46 0.62 0.07
H 2.1388 10.6271 -5.3361 -0.03 -0.74 0.25 0.09
```
Positions in Å, forces in eV/Å.

Output
E_HOMO in eV: -10.2
SMILES string: COP(=O)(OC)OC.COP(=O)(OC)OC.COP(=O)(OC)OC.COP(=O)(OC)OC.COP(=O)(OC)OC.COP(=O)(OC)OC.COP(=O)(OC)OC.COP(=O)(OC)OC.CO.CO.CO
E_tot in Eh: -6443.71833
Orbital gap in eV: 10.4
Relative energy (zero: lowest compared OMol25 entry of this formula, charge and spin) in kcal/mol: 225.59



2.
DFT (ωB97M-V/def2-TZVPD) results for 21 unconnected molecules or ions with the total composition C27H89NO23P at a distorted geometry.

```
141
Properties=species:S:1:pos:R:3:forces:R:3:lowdin_charge:R:1
C 0.9418 -0.4483 0.8529 -1.15 0.29 -0.56 -0.22
P 1.1923 1.3777 0.8523 1.62 0.52 1.60 0.91
O 1.6815 1.6856 -0.6679 -0.60 -0.39 0.10 -0.26
O -0.3553 2.1049 0.9511 -0.15 -0.77 -0.62 -0.23
C -1.2370 1.8473 -0.0415 0.20 0.01 0.63 -0.50
O -1.2013 2.3703 -1.1013 -0.05 0.47 -0.96 0.17
C -2.3076 0.8511 0.2814 -0.24 -0.08 0.14 -0.07
C -3.2256 0.5626 -0.7071 -0.50 -0.38 -0.02 0.07
C -4.2168 -0.3699 -0.4641 0.36 0.11 -0.05 0.01
N -4.2604 -0.9788 0.7296 0.03 0.05 0.17 0.14
C -3.3961 -0.7056 1.7247 0.56 0.46 0.04 0.00
C -2.4015 0.2262 1.5178 -0.21 -0.13 -0.14 0.04
H 1.3543 -0.8084 1.7855 0.21 -0.08 0.14 0.03
H 1.4555 -0.8646 -0.0080 0.30 -0.08 -0.01 0.02
H -0.0939 -0.7872 0.7912 -0.06 -0.02 0.00 0.03
H 2.6469 1.7188 -0.5897 0.06 0.30 -0.35 0.07
H -3.1895 1.0455 -1.6666 0.13 0.12 -0.16 0.14
H -4.9541 -0.6350 -1.1976 -0.17 -0.23 -0.09 0.11
H -4.9824 -1.6712 0.8955 -0.07 0.01 -0.09 0.19
H -3.4583 -1.2098 2.6775 -0.28 -0.16 0.07 0.12
H -1.6892 0.4682 2.2859 -0.03 -0.08 0.21 0.11
C -2.1940 -4.3395 2.7552 -0.17 0.12 0.01 -0.14
O -3.5174 -4.1172 2.2424 0.09 -0.11 -0.03 -0.12
H -2.1187 -5.3747 3.0709 -0.06 -0.03 -0.04 0.09
H -1.4434 -4.1471 1.9859 0.08 -0.06 0.05 0.08
H -2.0183 -3.6891 3.6088 0.15 -0.03 0.02 0.05
H -3.5298 -3.1861 2.0282 -0.11 0.05 -0.10 0.00
C -4.4268 -0.9472 -4.5209 -0.17 -0.32 -0.08 -0.12
O -4.5380 -1.8130 -3.3771 0.18 0.15 0.10 -0.15
H -4.0205 0.0030 -4.1793 0.02 -0.01 0.03 0.08
H -3.7495 -1.3800 -5.2606 0.05 0.13 -0.03 0.07
H -5.4061 -0.7822 -4.9732 0.12 0.10 0.01 0.06
H -4.9049 -2.6487 -3.6798 -0.09 0.00 0.03 0.08
C 1.1553 -3.3340 4.7651 -0.13 -0.13 0.12 -0.13
O 0.1963 -4.3621 4.5241 0.15 0.04 -0.06 -0.13
H 1.7998 -3.2575 3.8918 -0.06 -0.09 -0.07 0.08
H 0.6554 -2.3753 4.9238 0.09 0.07 0.01 0.06
H 1.7598 -3.5743 5.6384 0.08 0.16 0.00 0.06
H -0.3649 -4.4194 5.3026 0.01 -0.01 0.02 0.07
C -7.7421 1.1240 -0.1049 0.14 0.01 -0.25 -0.14
O -6.9870 0.4436 -1.1225 0.00 0.06 0.15 -0.15
H -8.0128 0.3919 0.6505 -0.01 -0.03 -0.01 0.08
H -7.1480 1.9126 0.3589 -0.07 0.02 0.06 0.07
H -8.6512 1.5542 -0.5207 -0.04 0.03 0.08 0.08
H -6.7574 1.0954 -1.7917 -0.05 -0.03 -0.05 0.08
C -0.5773 3.6451 -4.0408 -0.12 0.31 -0.19 -0.16
O -1.2961 4.1792 -5.1516 0.04 -0.17 0.05 -0.13
H -0.3692 2.5992 -4.2552 -0.02 -0.02 -0.04 0.07
H 0.3701 4.1708 -3.8993 0.03 -0.08 0.08 0.08
H -1.1687 3.7088 -3.1290 0.07 -0.04 0.08 0.05
H -1.4811 5.1029 -4.9649 0.01 0.03 -0.05 0.07
C 5.0195 -0.7075 2.1800 -0.23 -0.11 -0.11 -0.13
O 4.0691 -0.6111 1.1127 -0.03 0.12 0.10 -0.15
H 5.4236 0.2814 2.3630 0.02 0.03 -0.05 0.06
H 4.5391 -1.0739 3.0918 0.07 0.00 0.03 0.08
H 5.8364 -1.3782 1.9055 0.04 0.02 0.08 0.08
H 3.7208 -1.4918 0.9505 0.03 -0.01 -0.12 0.07
C 2.8325 -0.8921 -3.4936 -0.32 0.13 -0.01 -0.12
O 2.1614 -0.8867 -2.2315 0.11 -0.17 0.04 -0.15
H 3.7174 -1.5157 -3.4193 -0.03 -0.06 0.08 0.06
H 2.1701 -1.3031 -4.2607 0.16 -0.02 -0.12 0.06
H 3.1339 0.1200 -3.7788 0.02 -0.02 -0.02 0.08
H 1.3830 -0.3288 -2.3139 0.08 0.14 0.00 0.05
C 8.4931 0.5604 1.5367 -0.02 0.14 0.14 -0.15
O 7.5886 1.2433 2.3987 0.00 0.00 -0.08 -0.13
H 7.9562 -0.2607 1.0665 -0.08 0.03 0.01 0.07
H 8.8674 1.2312 0.7595 0.07 -0.08 -0.05 0.08
H 9.3307 0.1623 2.1087 0.04 -0.06 -0.08 0.06
H 8.0786 1.9637 2.8059 0.02 -0.03 0.06 0.08
C -0.3519 -2.6211 -5.0402 -0.25 -0.14 0.23 -0.14
O -1.5748 -3.2059 -5.4967 -0.04 0.00 0.00 -0.13
H 0.4000 -2.7079 -5.8174 -0.12 0.00 -0.09 0.05
H -0.5062 -1.5616 -4.8101 0.14 0.01 -0.01 0.08
H -0.0022 -3.1417 -4.1425 0.09 0.10 0.00 0.08
H -2.2106 -3.1069 -4.7818 -0.02 -0.01 0.01 0.05
C 12.0826 0.9947 2.1387 0.01 0.19 0.14 -0.15
O 11.1710 1.6812 2.9956 0.04 -0.06 -0.12 -0.14
H 11.5479 0.1668 1.6813 -0.03 -0.01 0.01 0.07
H 12.4524 1.6545 1.3503 0.02 -0.06 -0.04 0.08
H 12.9280 0.5982 2.7053 0.02 -0.05 -0.05 0.08
H 11.6506 2.4116 3.3951 -0.06 0.02 0.06 0.08
C 0.2726 5.2695 3.2131 -0.09 -0.11 -0.21 -0.13
O -0.0322 5.6410 1.8652 0.14 -0.13 -0.04 -0.13
H 0.4622 6.1781 3.7749 0.05 0.03 -0.03 0.06
H -0.5691 4.7360 3.6635 0.03 0.00 0.06 0.08
H 1.1639 4.6399 3.2498 0.01 0.00 0.10 0.07
H -0.2016 4.8278 1.3780 -0.16 -0.01 0.03 0.05
C 1.5049 7.8219 6.1153 0.13 0.05 -0.18 -0.16
O 2.3846 7.2776 5.1343 -0.13 0.01 0.08 -0.14
H 1.1963 7.0079 6.7661 0.02 -0.03 0.00 0.08
H 2.0082 8.5824 6.7163 -0.06 0.00 0.05 0.08
H 0.6173 8.2597 5.6499 -0.03 0.01 0.07 0.07
H 2.6600 7.9974 4.5601 0.06 -0.03 -0.03 0.08
C -2.0777 -6.5662 -5.3630 -0.14 0.21 -0.14 -0.17
O -3.3118 -6.1091 -5.9046 -0.03 0.00 0.15 -0.13
H -2.1526 -7.6424 -5.2287 -0.04 -0.01 -0.01 0.08
H -1.2578 -6.3415 -6.0483 0.11 -0.06 0.11 0.08
H -1.8847 -6.0949 -4.3953 0.13 -0.08 0.02 0.07
H -3.2241 -5.1598 -6.0330 0.07 0.00 -0.14 0.05
C 1.5963 -3.8725 9.3074 -0.07 -0.11 -0.12 -0.14
O 1.0610 -3.9334 7.9841 -0.03 -0.01 0.07 -0.14
H 1.7856 -2.8275 9.5356 -0.01 0.03 -0.03 0.08
H 0.8871 -4.2718 10.0355 0.04 0.03 0.05 0.08
H 2.5351 -4.4259 9.3743 0.01 0.03 0.06 0.08
H 0.8956 -4.8594 7.7851 0.03 -0.02 -0.01 0.07
C -1.2637 -0.2323 4.9396 -0.18 -0.05 0.17 -0.14
O -2.2354 -1.2521 4.6858 0.02 0.17 -0.20 -0.14
H -0.6114 -0.1668 4.0712 0.05 -0.09 0.01 0.06
H -1.7450 0.7358 5.0960 0.05 0.04 0.00 0.09
H -0.6611 -0.4801 5.8146 0.06 0.05 -0.04 0.08
H -2.8050 -1.3098 5.4585 -0.01 -0.08 0.03 0.09
C -10.5784 3.4172 1.9641 0.15 0.09 -0.07 -0.14
O -9.2001 3.2909 1.6078 -0.10 -0.04 0.00 -0.14
H -10.8877 2.4779 2.4136 0.03 -0.03 0.00 0.08
H -10.7225 4.2208 2.6888 -0.06 -0.02 0.02 0.08
H -11.1949 3.6089 1.0831 -0.06 -0.01 0.04 0.08
H -8.9275 4.1239 1.2137 0.04 0.02 0.02 0.08
C -8.1373 0.8543 -6.3018 0.00 -0.05 0.19 -0.14
O -7.4817 0.0546 -5.3150 -0.05 0.13 -0.06 -0.14
H -7.7129 0.5944 -7.2670 0.03 -0.03 0.00 0.08
H -9.2097 0.6502 -6.3195 0.00 0.03 -0.06 0.08
H -7.9723 1.9181 -6.1170 -0.02 0.02 -0.07 0.08
H -7.8610 0.2750 -4.4601 -0.05 -0.09 0.02 0.07
C 6.0594 -4.0315 -4.0172 -0.20 -0.05 0.03 -0.15
O 4.7368 -3.5985 -4.3317 0.14 0.01 0.02 -0.14
H 6.7505 -3.3958 -4.5636 -0.01 0.03 -0.02 0.08
H 6.2602 -3.9352 -2.9472 0.07 -0.01 -0.01 0.08
H 6.2158 -5.0685 -4.3227 0.07 0.01 0.01 0.08
H 4.1247 -4.1617 -3.8503 -0.06 0.01 -0.05 0.07
C 2.7571 -2.6030 -8.0747 0.05 0.14 0.13 -0.14
O 1.9691 -1.8141 -7.1831 0.10 -0.05 -0.09 -0.14
H 2.1234 -3.4005 -8.4531 -0.04 0.01 0.01 0.08
H 3.1132 -2.0037 -8.9155 0.00 -0.06 -0.04 0.08
H 3.6115 -3.0424 -7.5543 0.00 -0.05 -0.04 0.07
H 2.5300 -1.1088 -6.8492 -0.02 0.03 0.01 0.07
C 3.4805 5.2216 1.1607 -0.24 0.02 -0.06 -0.15
O 2.5570 4.7540 0.1828 0.14 -0.18 0.02 -0.14
H 4.4755 4.9172 0.8457 0.00 -0.01 -0.03 0.08
H 3.4502 6.3112 1.2380 0.06 0.00 0.04 0.08
H 3.2722 4.7871 2.1418 0.08 0.02 0.03 0.07
H 1.6766 5.0190 0.4657 0.01 0.21 0.05 0.04
```
Positions in Å, forces in eV/Å.

Output
E_HOMO in eV: -11.0
E_tot in Eh: -3208.19617
Orbital gap in eV: 6.7
Total charge: +1